1.
{
  "formula": "C21H30F5O4P3PtS",
  "method": "ωB97M-V/def2-TZVPD",
  "species": ["Pt", "C", "P", "C", "C", "C", "P", "C", "C", "H", "H", "H", "H", "H", "H", "H", "H", "H", "H", "H", "H", "H", "H", "H", "H", "F", "C", "C", "F", "C", "F", "C", "O", "C", "F", "C", "F", "S", "C", "C", "C", "C", "C", "C", "H", "H", "H", "H", "H", "C", "O", "P", "O", "C", "O", "C", "H", "H", "H", "H", "H", "H", "H", "H", "H"],
  "positions_angstrom": [[-0.6294, 0.6158, 0.0801], [0.5086, 3.6294, -1.0383], [0.3233, 2.7247, 0.5347], [1.8066, 3.2328, 1.4551], [-1.0141, 3.6984, 1.3327], [-2.3284, 3.4696, 0.5851], [-2.6599, 1.6653, 0.4056], [-4.0176, 1.6487, -0.7891], [-3.4607, 1.2839, 1.9896], [0.5715, 4.7063, -0.8621], [-0.3323, 3.4068, -1.6936], [1.4105, 3.2908, -1.5402], [1.8849, 4.3220, 1.4439], [2.6884, 2.7985, 0.9823], [1.7569, 2.8792, 2.4847], [-0.7352, 4.7558, 1.3457], [-1.0981, 3.3673, 2.3713], [-2.2749, 3.8978, -0.4190], [-3.1675, 3.9482, 1.0959], [-4.7588, 2.3991, -0.5037], [-4.4725, 0.6603, -0.7958], [-3.6398, 1.8700, -1.7872], [-4.2631, 1.9990, 2.1839], [-2.7276, 1.3276, 2.7956], [-3.8530, 0.2713, 1.9339], [-3.3999, -5.5063, -2.6652], [-3.2274, -4.4271, -1.8849], [-2.0692, -4.2495, -1.1572], [-1.0977, -5.1735, -1.2380], [-1.9024, -3.1375, -0.3533], [-0.1462, -1.7251, -1.7772], [-2.8594, -2.1142, -0.2590], [-2.6694, -1.0541, 0.4607], [-4.0374, -2.3484, -0.9926], [-5.0394, -1.4447, -0.9317], [-4.2178, -3.4622, -1.7843], [-5.3610, -3.6210, -2.4640], [1.7100, 0.2465, -1.7286], [3.2788, 0.6746, -1.0323], [4.0422, -0.2084, -0.2721], [5.2794, 0.1815, 0.2211], [5.7870, 1.4430, -0.0572], [5.0535, 2.3096, -0.8561], [3.8095, 1.9307, -1.3389], [3.6792, -1.2088, -0.0972], [5.8571, -0.5161, 0.8152], [6.7554, 1.7401, 0.3235], [5.4501, 3.2854, -1.1077], [3.2524, 2.6056, -1.9765], [1.9578, -3.2103, -1.8900], [1.7364, -2.5564, -0.6424], [0.6914, -1.3386, -0.4280], [1.2360, -1.1250, 1.1287], [2.1066, -1.8841, 1.9699], [-0.7054, -3.0060, 0.3336], [-0.8583, -3.1268, 1.7612], [2.9045, -3.7358, -1.7872], [2.0215, -2.4876, -2.7027], [1.1559, -3.9194, -2.0888], [1.6007, -2.0448, 2.9213], [3.0135, -1.3090, 2.1545], [2.3675, -2.8427, 1.5286], [-1.6151, -3.8813, 1.9657], [-1.1561, -2.1685, 2.1816], [0.0981, -3.4525, 2.1564]],
  "total_charge": 0,
  "e_tot_ha": -3160.04161,
  "multiplicity": 3,
  "gap_ev": [6.637, 5.857],
  "relative_energy_kj_mol": 85.6,
  "lumo_ev": [0.29, -1.32]
}


2.
{
  "formula": "C43H74FN6O8PS",
  "method": "ωB97M-V/def2-TZVPD",
  "species": ["C", "C", "P", "C", "C", "C", "C", "C", "C", "C", "N", "C", "C", "C", "C", "C", "O", "N", "C", "O", "F", "C", "C", "C", "C", "C", "C", "O", "S", "O", "O", "C", "C", "O", "C", "O", "C", "C", "C", "O", "H", "H", "H", "H", "H", "H", "H", "H", "H", "H", "H", "H", "H", "H", "H", "H", "H", "H", "H", "H", "H", "H", "H", "H", "H", "H", "H", "H", "H", "H", "H", "H", "H", "H", "H", "H", "H", "H", "H", "H", "H", "H", "H", "H", "H", "H", "C", "C", "C", "C", "N", "H", "H", "H", "H", "H", "H", "H", "C", "C", "C", "C", "N", "H", "H", "H", "H", "H", "H", "H", "C", "C", "C", "C", "N", "H", "H", "H", "H", "H", "H", "H", "C", "C", "C", "C", "N", "H", "H", "H", "H", "H", "H", "H"],
  "positions_angstrom": [[3.7683, 0.1445, -1.5639], [2.9929, -0.8400, -0.6438], [2.4680, -2.4149, -1.5493], [2.3184, -1.8893, -3.3497], [0.8001, -3.0240, -0.9022], [-0.4403, -2.0732, -0.9322], [-0.5578, -1.4365, 0.4977], [-1.7330, -0.4345, 0.6975], [-2.7882, -0.8712, 1.7773], [-3.3026, 0.3545, 2.5892], [-4.3471, 1.0628, 1.8766], [-4.2681, 2.2939, 1.3306], [-5.4137, 2.7249, 0.7197], [-6.3589, 1.5283, 0.9086], [-5.6039, 0.6326, 1.6090], [-0.2963, -0.8135, -1.8537], [0.2255, 0.2037, -1.4962], [-0.8407, -0.8419, -3.2176], [-0.5189, 0.3548, -3.9169], [-1.0918, 1.3846, -3.8257], [0.4914, 0.2757, -4.8005], [-1.8401, -2.6741, -1.2957], [-2.5737, -3.5386, -0.2479], [-4.1233, -3.3135, -0.4383], [-4.9363, -3.8213, 0.8053], [-6.3731, -4.2928, 0.3626], [-4.2672, -5.0375, 1.5056], [-1.8820, -3.3861, -2.5553], [-0.8806, -4.6451, -2.6502], [-0.3790, -4.6702, -3.9977], [-1.6485, -5.8467, -2.3983], [0.6015, -4.5026, -1.4965], [0.3498, -5.4859, -0.3460], [1.4470, -5.5573, 0.5637], [1.5057, -6.8609, 1.1354], [1.6851, -4.7529, -2.3162], [2.2378, -6.0570, -2.3721], [1.4192, -7.1773, -3.0645], [2.2384, -8.4961, -2.8234], [1.3762, -7.0396, -4.4794], [4.4914, 0.6625, -0.9104], [4.3940, -0.4129, -2.2782], [3.1003, 0.8646, -2.0501], [2.1933, -0.3677, -0.0614], [3.7342, -1.2012, 0.0905], [3.2975, -1.9785, -3.8317], [1.9757, -0.8481, -3.3920], [1.5534, -2.5221, -3.8225], [1.0078, -3.2141, 0.1664], [0.3693, -0.9143, 0.7691], [-0.6618, -2.2301, 1.2576], [-2.2745, -0.1386, -0.2113], [-1.3014, 0.5013, 1.0955], [-2.4348, -1.6836, 2.4254], [-3.6722, -1.1965, 1.2051], [-2.4932, 1.0252, 2.9010], [-3.7785, -0.0776, 3.4884], [-3.3794, 2.9250, 1.3633], [-5.6060, 3.6567, 0.1988], [-7.3817, 1.4155, 0.5610], [-5.9474, -0.3499, 1.9328], [-1.8548, -0.7816, -3.1047], [-2.4940, -1.8063, -1.4775], [-2.3754, -3.3168, 0.8059], [-2.4545, -4.6220, -0.3758], [-4.3684, -2.2549, -0.6064], [-4.4317, -3.9718, -1.2655], [-4.9985, -3.0238, 1.5664], [-6.6756, -5.1534, 0.9741], [-7.0662, -3.4599, 0.5388], [-6.3241, -4.6120, -0.6857], [-4.9908, -5.5072, 2.1890], [-3.4026, -4.7595, 2.1361], [-3.9213, -5.8195, 0.8108], [-0.5295, -5.1943, 0.2609], [0.1284, -6.5145, -0.6768], [2.1872, -6.8587, 1.9940], [0.4994, -7.0913, 1.5407], [1.7965, -7.6142, 0.3825], [3.1452, -5.9621, -2.9983], [2.6167, -6.4617, -1.4222], [0.4303, -7.3759, -2.6287], [1.5409, -9.3400, -2.9194], [3.1032, -8.5673, -3.4906], [2.5838, -8.5275, -1.7720], [1.6571, -6.1469, -4.7160], [5.3118, 4.4989, -1.8670], [5.1944, 4.5579, -0.3477], [6.4767, 4.1163, 0.3652], [6.7979, 2.7143, 0.0111], [7.0382, 1.6278, -0.2722], [5.4863, 3.4797, -2.2180], [4.3889, 4.8486, -2.3320], [6.1309, 5.1291, -2.2229], [4.3612, 3.9294, -0.0305], [4.9566, 5.5763, -0.0480], [6.3487, 4.1893, 1.4464], [7.3134, 4.7570, 0.0804], [-8.4138, 4.4440, 3.2494], [-9.0531, 4.6436, 1.8794], [-10.5151, 4.1896, 1.8336], [-10.6157, 2.7520, 2.1445], [-10.6939, 1.6326, 2.3855], [-8.3841, 3.3898, 3.5291], [-7.3853, 4.8059, 3.2425], [-8.9621, 4.9908, 4.0204], [-8.4647, 4.0920, 1.1425], [-8.9992, 5.7016, 1.6140], [-10.9336, 4.3629, 0.8415], [-11.1129, 4.7494, 2.5547], [8.3598, 2.3446, 3.9442], [9.4352, 3.1390, 3.2116], [9.8286, 4.4248, 3.9451], [8.6599, 5.3130, 4.0800], [7.7459, 5.9994, 4.1852], [7.4302, 2.9103, 4.0295], [8.1324, 1.4266, 3.4014], [8.6893, 2.0721, 4.9494], [9.0730, 3.3795, 2.2093], [10.3209, 2.5123, 3.0918], [10.6074, 4.9518, 3.3928], [10.2159, 4.1961, 4.9393], [2.6833, 8.4990, -2.0932], [1.4345, 8.6497, -1.2313], [1.7245, 8.5123, 0.2670], [2.2855, 7.1818, 0.5601], [2.7226, 6.1453, 0.7885], [3.1265, 7.5071, -1.9867], [2.4363, 8.6326, -3.1467], [3.4372, 9.2425, -1.8251], [0.7000, 7.9002, -1.5338], [0.9884, 9.6289, -1.4164], [0.8074, 8.6401, 0.8428], [2.4358, 9.2737, 0.5911]],
  "total_charge": 0,
  "e_tot_ha": -3452.54853,
  "smiles": "CCP(C)[C@H]1[C@@](CCCCn2cccc2)(C(=O)NC(=O)F)[C@H](CCC(C)C)OS(=O)(=O)[C@@]1(COC)OC[C@H](C)O.CCCC#N.CCCC#N.CCCC#N.CCCC#N",
  "gap_ev": 8.054,
  "lumo_ev": 0.43
}


3.
{
  "formula": "C5H9NO2",
  "method": "ωB97M-V/def2-TZVPD",
  "species": ["C", "C", "O", "O", "N", "H", "H", "H", "H", "H", "C", "C", "C", "H", "H", "H", "H"],
  "positions_angstrom": [[0.7964, -0.5858, 1.9609], [-0.3605, -0.3976, 1.0172], [-1.4917, -0.7654, 1.2119], [-0.1843, 0.9717, 0.3281], [-1.3661, 1.7220, 0.1348], [1.7424, -0.4445, 1.4426], [0.7619, -1.5831, 2.3970], [0.7181, 0.1629, 2.7502], [-1.7726, 1.8466, 1.0637], [-2.0073, 1.1063, -0.3721], [0.2676, -1.3652, -0.9416], [0.4027, -0.1571, -1.5178], [0.5835, 0.8409, -2.3258], [1.1515, -1.9219, -0.6551], [-0.6156, -1.9521, -1.1601], [0.4530, 1.8631, -1.9938], [0.9209, 0.6592, -3.3402]],
  "total_charge": 0,
  "e_tot_ha": -400.97981,
  "smiles": "CC(=O)ON.C=C=C",
  "gap_ev": 9.550,
  "relative_energy_kj_mol": 517.1,
  "lumo_ev": 0.52
}


4.
{
  "formula": "C17H21F3IO5S",
  "method": "ωB97M-V/def2-TZVPD",
  "species": ["C", "C", "C", "C", "C", "I", "C", "C", "C", "C", "O", "S", "C", "F", "F", "F", "H", "H", "H", "H", "H", "H", "H", "H", "H", "H", "H", "C", "C", "O", "O", "C", "C", "C", "O", "O", "C", "C", "H", "H", "H", "H", "H", "H", "H", "H", "H", "H"],
  "positions_angstrom": [[-4.3189, -1.9013, 0.8925], [-3.4669, -0.6365, 1.0055], [-3.6862, 0.0247, 2.3493], [-2.0153, -0.7810, 0.6252], [-1.2810, 0.3854, 0.4334], [-1.7271, 2.4050, 1.0659], [-0.1724, 0.3909, -0.3859], [0.3067, -0.8152, -0.9075], [-0.3834, -1.9923, -0.6559], [-1.5324, -1.9878, 0.1199], [-3.9150, 0.1228, -0.1440], [-4.3882, 1.6896, -0.0104], [-6.1841, 1.3147, -0.3781], [-6.9043, 1.9206, 0.6388], [-6.5805, 1.8199, -1.5733], [-6.4793, -0.0081, -0.3645], [-4.0185, -2.6704, 1.6189], [-5.3693, -1.6396, 1.0810], [-4.2689, -2.3085, -0.1284], [-3.4853, -0.7083, 3.1457], [-2.9780, 0.8516, 2.5017], [-4.7200, 0.3828, 2.4455], [0.2994, 1.3381, -0.6181], [1.2206, -0.8203, -1.4983], [-0.0276, -2.9195, -1.1136], [-2.0885, -2.9042, 0.2773], [2.0582, 0.7497, -0.4285], [3.0895, 0.5675, -0.2459], [3.6174, -0.7114, 0.1012], [4.7671, -0.9981, 0.4245], [2.6880, -1.7142, 0.0378], [3.3415, -2.9573, 0.3103], [2.3117, -4.0513, 0.2441], [4.0329, 1.6215, -0.4121], [5.2421, 1.6342, -0.1636], [3.4418, 2.7401, -0.9426], [4.4702, 3.7037, -1.1905], [3.8296, 4.9277, -1.7857], [4.1395, -3.1208, -0.4307], [3.7935, -2.9144, 1.3117], [2.7556, -5.0060, 0.5305], [1.4823, -3.8334, 0.9226], [1.9101, -4.1445, -0.7681], [4.9782, 3.9586, -0.2500], [5.2135, 3.2804, -1.8825], [4.5773, 5.7086, -1.9328], [3.3731, 4.6951, -2.7503], [3.0513, 5.3112, -1.1223]],
  "total_charge": -1,
  "e_tot_ha": -2032.06038,
  "gap_ev": 5.504,
  "relative_energy_kj_mol": 0.0,
  "lumo_ev": 1.97
}


Question: What is the formula in the fourth record?
Answer: C17H21F3IO5S